C40H48GeI2KN7O2Se | ωB97M-V/def2-TZVPD

## Properties
ΔE to the lowest compared entry with this formula, charge and spin ... 71.8 kJ/mol
E_HOMO ... -1.333 eV
Lowest unoccupied orbital energy ... 3.25 eV
DFT total energy ... -211173.75716 eV
Charge ... -2
Orbital gap ... 4.58 eV

Last column: Mulliken charge in e.
Positions of all 102 atoms, in Å:
K (0.317, 1.144, -0.552)  1.209
C (-3.063, -2.665, -0.927)  -0.936
C (-2.315, -1.499, -0.824)  -0.232
N (-0.987, -1.527, -0.764)  0.890
C (-0.402, -2.719, -0.817)  -0.156
C (-1.166, -3.883, -0.795)  -0.714
N (-2.496, -3.865, -0.866)  -0.738
C (1.089, -2.761, -0.985)  0.126
C (1.681, -3.845, -1.631)  -0.982
C (3.049, -3.855, -1.857)  1.700
C (3.763, -2.761, -1.417)  -0.594
C (3.102, -1.718, -0.773)  -0.447
N (1.790, -1.713, -0.572)  0.244
C (3.858, -0.534, -0.257)  0.380
C (4.787, 0.153, -1.032)  -0.914
N (5.454, 1.202, -0.552)  -0.579
C (5.141, 1.578, 0.684)  -0.583
C (4.205, 0.897, 1.451)  -0.208
N (3.581, -0.179, 0.990)  -0.354
C (3.720, -5.006, -2.548)  0.590
C (3.012, -6.115, -2.987)  -0.455
C (3.674, -7.156, -3.621)  -0.388
N (4.986, -7.176, -3.847)  -0.686
C (5.664, -6.110, -3.427)  -0.383
C (5.086, -5.024, -2.786)  -0.477
H (-4.141, -2.631, -1.037)  0.539
H (-2.785, -0.526, -0.752)  0.161
H (-0.700, -4.858, -0.699)  0.526
H (1.050, -4.640, -2.001)  0.496
H (4.833, -2.688, -1.543)  0.521
H (4.970, -0.115, -2.068)  0.678
H (5.642, 2.457, 1.075)  0.370
H (3.953, 1.225, 2.453)  0.752
H (1.942, -6.191, -2.846)  0.359
H (3.116, -8.020, -3.966)  0.369
H (6.732, -6.118, -3.613)  0.374
H (5.717, -4.201, -2.485)  0.339
C (-0.316, -0.431, 4.069)  -0.843
C (-0.012, 0.655, 4.878)  -0.759
C (0.680, 1.725, 4.343)  -0.979
C (1.086, 1.704, 2.997)  -0.049
N (0.738, 0.666, 2.211)  0.872
C (0.061, -0.353, 2.738)  -0.137
C (1.935, 2.789, 2.400)  0.413
C (2.632, 3.647, 3.275)  -0.448
C (3.454, 4.644, 2.769)  -0.685
C (3.579, 4.776, 1.383)  -0.628
C (2.901, 3.897, 0.540)  -1.147
C (2.047, 2.856, 0.991)  0.641
H (-0.844, -1.294, 4.453)  0.562
H (-0.318, 0.668, 5.918)  0.348
H (0.908, 2.581, 4.962)  0.348
H (-0.181, -1.164, 2.049)  0.025
H (2.574, 3.533, 4.359)  0.218
H (3.996, 5.300, 3.443)  0.332
H (4.218, 5.561, 0.977)  0.346
H (3.069, 4.018, -0.535)  0.294
I (2.238, 1.109, -3.454)  0.060
I (4.868, 2.212, -4.420)  -0.615
C (-0.369, 4.344, -1.692)  -0.829
C (-1.321, 4.137, -0.508)  0.556
C (-2.710, 4.676, -0.879)  -1.574
O (-1.325, 2.805, -0.136)  0.085
H (-0.337, 5.395, -2.013)  0.430
H (-0.707, 3.730, -2.538)  -0.083
H (0.646, 4.037, -1.418)  -0.069
H (-0.946, 4.774, 0.318)  0.099
H (-3.136, 4.070, -1.691)  0.214
H (-2.645, 5.721, -1.209)  0.418
H (-3.399, 4.617, -0.030)  0.323
C (-5.587, -2.274, 1.768)  -1.211
Ge (-5.251, -0.522, 2.593)  0.464
C (-6.876, -0.103, 3.626)  -1.328
C (-3.857, -0.852, 3.916)  -1.074
C (-4.964, 0.875, 1.289)  -1.315
Se (-3.179, 1.711, 0.662)  0.513
C (-2.740, 2.395, 2.425)  -0.542
H (-6.040, -2.944, 2.506)  0.377
H (-4.655, -2.728, 1.419)  0.325
H (-6.268, -2.189, 0.914)  0.339
H (-7.137, -0.935, 4.290)  0.363
H (-7.721, 0.088, 2.958)  0.363
H (-6.714, 0.791, 4.237)  0.359
H (-4.214, -1.611, 4.620)  0.471
H (-3.588, 0.050, 4.470)  0.365
H (-2.958, -1.224, 3.421)  0.095
H (-5.599, 1.711, 1.599)  0.472
H (-5.388, 0.504, 0.348)  0.435
H (-2.668, 1.578, 3.141)  -0.148
H (-3.489, 3.117, 2.755)  0.393
H (-1.769, 2.876, 2.314)  0.156
C (-0.315, -0.061, -5.197)  -1.859
C (-0.654, -0.007, -3.708)  1.137
C (-1.779, 0.998, -3.474)  -1.124
O (0.424, 0.248, -2.822)  -0.311
H (-1.229, -0.276, -5.758)  0.410
H (0.422, -0.839, -5.414)  0.399
H (0.089, 0.892, -5.546)  0.424
H (-1.038, -1.003, -3.450)  -0.280
H (-1.535, 1.957, -3.940)  0.340
H (-1.937, 1.186, -2.408)  0.035
H (-2.716, 0.630, -3.909)  0.417